Here is C27H27BIrN3O2 as an isolated structure in a non-equilibrium geometry from the OMol25 dataset. Energies are from wB97M-V/def2-TZVPD.

```
61
Properties=species:S:1:pos:R:3:nbo_charge:R:1
Ir 2.5374 -0.4254 -0.0986 0.8071
C 2.0359 -1.9531 2.7480 -0.6456
C 1.4299 -0.5884 2.7104 0.2894
C 0.6039 -0.1261 3.7352 -0.2036
C 0.0039 1.1102 3.6291 -0.0916
C 0.2646 1.9125 2.5169 -0.1930
C 1.1346 1.4459 1.5644 0.1267
N 1.6886 0.2067 1.6574 -0.4530
C 1.5787 2.1827 0.3726 0.2706
C 1.2747 3.4889 0.0525 -0.2099
C 1.8167 4.0396 -1.1014 -0.0780
C 2.6739 3.2910 -1.8947 -0.1828
C 2.9580 1.9877 -1.5362 0.1815
N 2.3954 1.4621 -0.4256 -0.3601
C 3.8995 1.0836 -2.2135 0.2296
C 4.7049 1.4073 -3.2720 -0.1990
C 5.6814 0.4873 -3.6662 -0.0731
C 5.8094 -0.7083 -2.9932 -0.2109
C 4.9228 -1.0214 -1.9629 0.2958
C 4.9932 -2.3302 -1.2447 -0.6515
N 3.9858 -0.1256 -1.5994 -0.5562
H 1.3263 -2.6850 3.1291 0.2743
H 2.9077 -1.9610 3.4059 0.2812
H 2.3604 -2.2798 1.7534 0.1942
H 0.4336 -0.7559 4.5981 0.2665
H -0.6642 1.4602 4.4051 0.2666
H -0.1973 2.8846 2.4195 0.2560
H 0.6341 4.0767 0.6941 0.2603
H 1.5824 5.0602 -1.3742 0.2713
H 3.1278 3.7269 -2.7729 0.2655
H 4.6064 2.3537 -3.7842 0.2562
H 6.3430 0.7216 -4.4898 0.2694
H 6.5818 -1.4159 -3.2626 0.2686
H 5.1758 -3.1475 -1.9407 0.2807
H 4.0621 -2.5552 -0.7120 0.1924
H 5.8129 -2.3229 -0.5236 0.2747
C -5.4416 -2.6305 0.1707 -0.5912
C -5.2460 -1.1115 0.3890 -0.1301
C -5.3027 -0.8565 1.9362 -0.5732
C -6.4017 -0.3374 -0.2467 -0.6206
C -3.8936 -0.6757 -0.0403 0.2757
C -3.7170 0.4606 -0.9264 -0.1127
C -2.4964 0.8443 -1.4130 -0.2489
C -1.4042 0.0988 -0.9707 0.3874
O -0.1114 0.2715 -1.2518 -0.6267
B 0.6094 -0.7177 -0.4999 0.9798
O -0.3040 -1.4784 0.2153 -0.6632
C -1.5491 -0.9919 -0.0626 0.3393
C -2.7465 -1.3941 0.4116 -0.2778
H -6.4667 -2.8844 0.4324 0.2539
H -4.7752 -3.2347 0.7858 0.2134
H -5.2757 -2.9019 -0.8728 0.2288
H -6.2722 -1.2109 2.2840 0.2568
H -5.2137 0.2071 2.1602 0.2203
H -4.5229 -1.4002 2.4697 0.2079
H -7.3416 -0.7253 0.1400 0.2542
H -6.4292 -0.4624 -1.3314 0.2288
H -6.3669 0.7286 -0.0171 0.2192
H -4.5972 0.9998 -1.2446 0.2661
H -2.3840 1.6521 -2.1232 0.2724
H -2.8361 -2.2370 1.0821 0.2700
```

Properties
energy	-40494.4494	eV
lowest unoccupied orbital energy (spin up / spin down)	-0.3840 / -0.4271	Eh
total charge	+3
HOMO-LUMO gap (spin up / spin down)	7.26 / 6.14	eV
HOMO level (spin up / spin down)	-17.711 / -17.765	eV
molar mass	628.6	g/mol
energy above the lowest of the compared OMol25 structures with the same formula, charge and spin	79.5	kJ/mol
maximum force	1.89	eV Å⁻¹
spin multiplicity	2